# 1
The following is a quantum chemistry calculation of a 2-piece molecular cluster, C6H16N2 overall in a non-equilibrium geometry, from the OMol25 dataset.

Properties
Kohn-Sham gap in eV: 5.429
2S+1: 1

Each line ends with the natural charge from an NBO analysis.
CARTESIAN COORDINATES (ANGSTROEM)
C 1.37844 -0.86801 -0.97875  -0.638
C 0.13142 -0.46492 -0.25210  -0.095
C -0.07769 -1.16722 1.14293  -0.402
C -1.25024 -0.54476 1.86862  -0.393
C -1.11248 -0.41504 3.41779  -0.602
N 0.20341 0.97723 0.03608  -0.238
C 0.19680 1.67447 -1.21053  -0.430
N 0.81474 1.02097 -3.61722  -0.977
H 2.20415 -0.16925 -0.87628  0.227
H 1.66195 -1.91701 -0.87461  0.226
H 1.11013 -0.72224 -2.04441  0.251
H -0.74315 -0.70705 -0.88763  0.180
H -0.24945 -2.22762 0.95798  0.202
H 0.82970 -1.03239 1.74332  0.206
H -2.20247 -1.03639 1.59449  0.198
H -1.27498 0.46048 1.41658  0.208
H -0.13611 -0.01051 3.70194  0.206
H -1.90047 0.24288 3.76786  0.209
H -1.21153 -1.39385 3.91274  0.202
H 0.98031 2.42382 -1.32349  0.217
H -0.78419 2.18934 -1.28521  0.273
H 0.17546 1.08377 -2.18881  0.284
H -0.01544 0.73930 -4.08022  0.337
H 1.27172 1.86399 -3.94108  0.348

Atomic forces in eV per Å
C 0.08 0.17 -2.33
C -2.13 -0.11 3.01
C 0.27 0.01 -0.92
C -0.18 0.50 0.38
C -0.04 -0.58 -0.97
N 2.51 -0.13 -3.62
C -1.46 0.92 3.68
N 1.33 -1.02 1.92
H 0.22 -0.23 0.64
H 0.00 0.17 0.46
H 0.53 -0.34 0.36
H 0.08 0.08 0.06
H 0.26 -0.16 0.12
H 0.00 -0.11 -0.22
H 0.37 0.17 0.19
H -0.44 0.08 0.55
H -0.16 0.08 -0.14
H -0.04 0.06 0.29
H -0.04 0.28 -0.16
H -0.04 0.54 0.56
H 0.06 -0.54 -0.73
H 0.51 -0.59 -2.11
H -0.99 0.45 -0.85
H -0.67 0.30 -0.17

# 2
The following is a quantum chemistry calculation of C6H16N2 as an isolated structure, from the OMol25 dataset.

Properties
Kohn-Sham gap in eV: 9.461
2S+1: 1

Each line ends with the natural charge from an NBO analysis.
CARTESIAN COORDINATES (ANGSTROEM)
C 0.08328 1.26460 -0.08740  0.261
C 1.53799 0.83734 0.15059  -0.635
C -0.14556 1.56517 -1.57017  -0.616
N -0.15514 2.49473 0.65997  -0.833
C -0.80700 -0.35880 1.49872  -0.227
N -0.91552 0.20996 0.29236  -0.545
H 0.00173 2.35137 1.65182  0.354
H -1.12155 2.78356 0.54647  0.363
H 1.74167 0.66904 1.20960  0.202
H 2.20994 1.62248 -0.19432  0.226
H 1.75757 -0.08514 -0.38560  0.212
H 0.06204 0.68800 -2.18285  0.212
H -1.18463 1.85544 -1.73395  0.215
H 0.50355 2.38066 -1.88668  0.219
H -1.72972 -0.72039 1.94929  0.196
H -0.06510 -0.01590 2.22058  0.182
C -0.31447 -2.01752 -0.98384  -0.623
C -0.03348 -2.63508 0.27758  -0.531
H -0.73824 -3.37993 0.63819  0.217
H -0.26231 -1.70180 1.14833  0.187
H 1.00025 -2.89951 0.48706  0.219
H -1.19130 -2.36117 -1.52520  0.220
H 0.52613 -1.78217 -1.62830  0.208
H -0.76013 -0.76493 -0.55225  0.316

Atomic forces in eV per Å
C 0.16 -0.15 -0.07
C -0.22 0.04 0.02
C 0.02 -0.03 0.18
N -0.02 -0.14 -0.08
C -0.20 0.65 -0.58
N -0.11 0.11 0.76
H -0.01 -0.03 -0.04
H 0.03 -0.03 0.00
H -0.01 0.01 0.01
H -0.02 -0.01 -0.01
H 0.00 -0.01 -0.03
H 0.00 -0.02 0.02
H 0.01 0.00 0.02
H 0.00 -0.01 0.02
H 0.07 -0.18 -0.08
H 0.13 -0.12 -0.12
C -0.24 0.79 0.18
C -0.17 0.47 0.51
H 0.06 -0.09 -0.07
H 0.25 -0.49 -0.32
H -0.05 0.04 0.08
H 0.00 0.05 0.01
H 0.02 -0.08 -0.02
H 0.29 -0.76 -0.41

# 3
The following is a quantum chemistry calculation of a 2-piece molecular cluster, C6H16N2 overall in a non-equilibrium geometry, from the OMol25 dataset.

Properties
Kohn-Sham gap in eV: 3.611
2S+1: 1

Each line ends with the natural charge from an NBO analysis.
CARTESIAN COORDINATES (ANGSTROEM)
C 2.18317 -0.34653 0.54160  -0.313
N 2.59394 -0.70473 -0.76031  -0.414
C -1.17659 -1.14163 -0.66236  -0.426
C -2.31193 -0.29711 -0.11249  -0.378
C -1.79410 0.84471 0.83799  -0.279
N -0.78394 0.40633 1.75525  -0.588
C -0.41509 -0.59202 -1.86270  -0.610
C 1.95573 1.16602 0.68005  -0.618
H 2.87961 -0.80590 1.27928  0.248
H 1.22896 -0.85322 0.70088  0.225
H -0.47961 -1.25012 0.16227  0.220
H -1.48810 -2.16747 -0.86497  0.207
H -2.96083 -0.92623 0.49031  0.203
H -2.90446 0.17068 -0.90047  0.204
H -2.64555 1.32431 1.32062  0.178
H -1.33230 1.60237 0.18007  0.204
H -1.15545 0.49730 2.70073  0.323
H 3.43143 -0.15995 -0.99526  0.302
H 0.12929 -1.39639 -2.37090  0.221
H 0.36272 0.11705 -1.57648  0.206
H -1.03768 -0.13289 -2.62981  0.196
H 0.92570 1.37612 1.02796  0.270
H 2.11039 1.65005 -0.28889  0.210
H 2.68469 1.61923 1.34761  0.212

Atomic forces in eV per Å
C -0.94 -0.71 -0.82
N 0.33 0.12 0.40
C 0.25 -0.17 0.01
C 0.34 0.10 0.32
C 0.31 0.10 -0.08
N -0.09 0.05 -0.37
C 0.32 -0.23 -0.37
C 1.01 0.39 -0.05
H -0.04 0.48 0.07
H 0.07 -0.07 0.40
H 0.10 -0.18 -0.01
H -0.39 0.10 -0.19
H -0.19 -0.07 0.04
H -0.07 -0.02 -0.01
H -0.16 0.01 -0.01
H -0.04 -0.11 -0.12
H 0.08 0.09 0.06
H -0.10 0.13 0.02
H -0.06 0.08 0.18
H -0.11 0.19 0.07
H -0.27 0.09 0.10
H -0.06 -0.46 0.20
H -0.25 0.00 -0.08
H -0.04 0.09 0.24

# 4
The following is a quantum chemistry calculation of one molecule with the formula C6H16N2 in a non-equilibrium geometry, from the OMol25 dataset.

Properties
Kohn-Sham gap in eV: 10.162
2S+1: 1
SMILES: CCCCCNCN

Each line ends with the natural charge from an NBO analysis.
CARTESIAN COORDINATES (ANGSTROEM)
C -1.13346 2.65361 2.19824  -0.612
C -1.43312 1.80190 0.98642  -0.402
C -1.06478 0.31574 1.21537  -0.387
C 0.41999 0.02712 0.96635  -0.415
C 0.73003 -0.11092 -0.52365  -0.225
N 0.71521 -1.54916 -0.91820  -0.622
C 1.26573 -1.70002 -2.26257  -0.043
N 1.15704 -3.08158 -2.71720  -0.855
H -0.06626 2.74676 2.41820  0.202
H -1.54903 3.65994 2.14404  0.212
H -1.48086 2.19402 3.12150  0.201
H -2.48188 1.84637 0.70445  0.203
H -0.84297 2.12701 0.12706  0.193
H -1.72357 -0.32028 0.62433  0.193
H -1.31537 0.08641 2.25565  0.198
H 0.96884 0.86760 1.38067  0.201
H 0.70010 -0.90306 1.45345  0.224
H 1.73909 0.25299 -0.73183  0.189
H 0.03699 0.43620 -1.16603  0.169
H -0.27645 -1.74876 -1.03823  0.339
H 0.69298 -1.08446 -2.96751  0.137
H 2.30051 -1.35011 -2.31687  0.171
H 2.04135 -3.53650 -2.87519  0.365
H 0.59990 -3.63081 -2.07847  0.363

Atomic forces in eV per Å
C 0.38 0.21 0.64
C 0.39 -0.92 -0.22
C -0.22 0.38 0.54
C -0.93 0.23 -0.49
C 0.66 -0.92 0.07
N -0.07 0.78 -0.14
C -0.32 -0.33 -0.43
N -0.10 0.10 -0.22
H 0.12 0.11 -0.47
H 0.02 -0.02 -0.09
H -0.56 -0.10 -0.01
H -0.14 0.24 0.05
H -0.17 0.32 -0.10
H 0.14 -0.15 -0.25
H 0.04 -0.11 0.01
H 0.32 -0.04 0.20
H 0.28 0.05 0.10
H -0.04 0.06 -0.01
H -0.06 0.38 0.09
H 0.03 -0.36 0.25
H 0.04 0.23 -0.08
H -0.04 -0.09 0.28
H 0.06 0.00 0.23
H 0.14 -0.05 0.05

# 5
The following is a quantum chemistry calculation of C6H16N2 as an isolated structure in a non-equilibrium geometry, from the OMol25 dataset.

Properties
Kohn-Sham gap (spin up / spin down) in eV: 7.176 / 7.264
2S+1: 1

Each line ends with the natural charge from an NBO analysis.
CARTESIAN COORDINATES (ANGSTROEM)
C 1.55634 0.41200 0.29568  -0.240
C -1.12990 -0.26485 -0.15804  -0.043
C -0.88582 0.99134 1.85182  -0.259
C 2.49638 -0.67801 -0.19578  -0.635
C -1.63371 -0.15318 -1.58144  -0.626
C -1.45114 -1.58865 0.50807  -0.636
N -1.37926 0.87110 0.61386  -0.443
N 1.39499 1.56201 -0.57211  -0.874
H -1.30831 1.72680 0.07209  0.409
H 1.86236 0.76042 1.27777  0.186
H 0.27173 -0.15069 0.01591  0.223
H 1.28494 1.27560 -1.53889  0.349
H 2.17148 2.21466 -0.51947  0.355
H -0.85230 0.13112 2.49393  0.189
H -0.77072 1.97983 2.26336  0.193
H 2.14877 -1.10184 -1.14378  0.188
H 2.55783 -1.48990 0.53276  0.208
H 3.51811 -0.30432 -0.35516  0.189
H -2.50323 -1.65410 0.80685  0.210
H -2.70849 -0.34474 -1.66550  0.201
H -1.43670 0.83925 -1.99207  0.206
H -1.12210 -0.88068 -2.21351  0.217
H -0.83221 -1.75066 1.39255  0.213
H -1.24906 -2.40253 -0.18889  0.220

Atomic forces in eV per Å
C -1.05 -0.63 -0.36
C -1.09 0.04 -0.19
C -0.46 0.06 -0.30
C 0.12 0.12 0.00
C 0.02 0.04 0.12
C 0.30 0.22 0.01
N 1.26 -0.29 0.14
N -0.03 0.20 -0.07
H -0.13 -0.01 0.02
H -0.15 -0.06 0.03
H 1.26 0.42 0.64
H 0.07 0.03 0.03
H -0.03 -0.08 -0.06
H 0.04 -0.10 0.01
H -0.08 0.05 0.00
H 0.02 -0.01 0.03
H -0.04 -0.02 -0.04
H -0.06 -0.01 0.00
H 0.01 0.06 0.00
H -0.03 -0.03 -0.01
H 0.02 0.01 -0.03
H 0.00 0.02 0.01
H 0.00 -0.05 0.01
H 0.02 0.02 0.02

# 6
The following is a quantum chemistry calculation of an isolated ion of composition C6H16N2 and charge +1 in a non-equilibrium geometry, from the OMol25 dataset.

Properties
<S²>: 0.76
Total charge: +1
Kohn-Sham gap (spin up / spin down) in eV: 11.097 / 6.105
2S+1: 2

Each line ends with the Mulliken spin population.
CARTESIAN COORDINATES (ANGSTROEM)
C -1.00203 -0.54446 2.51152  0.018
N -0.02396 -0.02136 1.56803  0.731
C -0.52140 0.22299 0.20151  -0.011
C 0.49828 1.17248 -0.44760  0.010
C -0.05997 1.63520 -1.79377  0.004
C 1.95890 0.73301 -0.56340  0.000
C -0.65056 -1.07617 -0.67214  0.123
N -0.86745 -2.31827 0.04650  0.062
H -0.48305 -0.62579 3.47172  0.009
H -1.32012 -1.58812 2.23898  0.075
H -1.90645 0.07586 2.50236  0.008
H 0.91386 -0.43848 1.59281  -0.027
H -1.51042 0.69857 0.32420  -0.003
H 0.37923 2.09898 0.17779  -0.002
H 0.68781 2.20440 -2.37217  0.002
H -0.29523 0.83743 -2.48329  -0.001
H -0.77779 2.45289 -1.79414  0.000
H 2.63112 1.60406 -0.46907  0.002
H 2.27226 0.36253 -1.59162  0.000
H 2.29556 -0.00433 0.14949  0.000
H -1.46258 -0.84548 -1.43751  0.001
H 0.23586 -1.12120 -1.31718  -0.003
H -0.78309 -3.06038 -0.64404  0.002
H -0.20878 -2.45433 0.80101  -0.002

Atomic forces in eV per Å
C 0.95 0.19 0.39
N -1.97 -2.42 -1.50
C 0.99 0.40 0.84
C -1.15 2.14 -0.24
C 1.19 1.11 -1.23
C 0.80 0.26 -1.42
C -0.37 0.20 -1.03
N -0.42 0.56 -0.44
H -0.55 0.18 0.11
H 0.23 0.60 -0.32
H 0.36 -0.11 0.19
H -0.07 0.63 0.35
H 0.45 -0.18 -0.15
H 0.73 -0.78 -0.26
H 0.51 -0.47 0.43
H -0.51 -0.26 -0.02
H -0.90 -0.64 0.60
H -0.45 -0.24 0.32
H -0.89 0.08 1.14
H 0.11 -0.29 0.35
H 0.56 -0.57 1.31
H 0.32 0.13 0.43
H -0.21 -0.24 0.51
H 0.31 -0.28 -0.34

In eV, the energy relative to the best compared isomer or geometry (same formula, charge and spin) values for the records above are, in order, 6.855; 3.138; 7.519; 0.839; 3.972; 0.992.